Record 1
ORCA calculation (ωB97M-V with the def2-TZVPD basis set) on C7H7N3RhS2SbSe4 as an isolated structure.

The geometry in XYZ format:
```
25
C7H7N3RhS2SbSe4, DFT ωB97M-V with the def2-TZVPD basis set
Rh 0.41552 -0.85427 1.53328
Se 3.56832 1.46683 2.95318
Sb 2.62602 -0.74027 2.80198
Se 1.91872 -1.35207 -0.16852
Se 0.00602 -0.74097 3.83508
Se 3.74762 -2.68077 3.64988
S -1.37158 -2.32367 0.82248
C -1.50218 -1.93497 -0.79832
N -1.42918 -0.60597 -1.17222
C -1.48918 -0.24427 -2.46402
C -1.59718 -1.20497 -3.42822
C -1.70798 -2.54337 -2.98152
N -1.68638 -2.87527 -1.72252
H -1.27078 0.08173 -0.42992
H -1.45398 0.81273 -2.68002
H -1.60058 -0.94927 -4.47182
H -1.83198 -3.35317 -3.68632
S 0.25202 3.72353 2.02078
C 1.36602 3.27623 0.79908
C 1.09442 2.03273 0.33428
N 0.02372 1.42163 0.93018
C -0.51688 2.20673 1.82708
H 2.16182 3.92803 0.50788
H 1.65812 1.50753 -0.42222
H -1.38058 1.94553 2.41038
```

Calculated values
* net charge: 0
* spin multiplicity: 5
* gap between HOMO and LUMO (spin up / spin down): 6.46 / 5.19 eV
* E_tot: -11188.078464 Eh
* <S²>: 6.048
* LUMO level (spin up / spin down): -0.04507 / -0.08824 Ha
* HOMO energy (spin up / spin down): -7.6816 / -7.5878 eV
* ΔE to the lowest compared entry with this formula, charge and spin: 17.6 kcal/mol

***

Record 2
ORCA calculation (ωB97M-V with the def2-TZVPD basis set) on one molecule with the formula C7H7NO3.

The geometry in XYZ format:
```
18
C7H7NO3, DFT ωB97M-V with the def2-TZVPD basis set
O 2.13401 -0.95008 1.17108
C 1.52031 -0.27872 0.24676
N 2.29208 0.08849 -0.79323
O 3.70461 0.12409 -0.63273
C 0.14951 0.03496 0.23674
C -0.25067 1.45354 0.34328
C -1.59709 1.79682 0.16429
C -2.62871 0.81761 -0.01146
C -2.15453 -0.49986 -0.10234
O -3.16691 -1.37215 -0.37795
C -0.89698 -0.87688 -0.00474
H 1.90888 0.84643 -1.44926
H 3.60871 -0.37507 0.41402
H 0.74153 1.79224 0.36983
H -1.66848 3.04763 0.22519
H -3.51452 1.20672 -0.01442
H -2.64254 -2.44629 -0.50164
H -0.70298 -1.79068 -0.00949
```

Calculated values
* net charge: 0
* spin multiplicity: 1
* gap between HOMO and LUMO: 9.34 eV
* E_tot: -551.218496 Eh
* LUMO level: 0.00473 Ha
* HOMO energy: -9.2153 eV
* ΔE to the lowest compared entry with this formula, charge and spin: 142.4 kcal/mol

***

Record 3
ORCA calculation (ωB97M-V with the def2-TZVPD basis set) on C7H7NO3 as an isolated structure.

The geometry in XYZ format:
```
18
C7H7NO3, DFT ωB97M-V with the def2-TZVPD basis set
C 2.94201 -1.06966 -0.04893
C 1.82754 -0.06613 -0.00625
C 1.93724 1.25791 -0.11100
C 0.86342 2.16845 0.01807
C -0.43682 1.71119 0.02606
C -0.71155 0.38724 -0.01309
C 0.41891 -0.56190 0.02961
H 3.76097 -0.83163 0.01284
H 2.93584 -2.12158 -0.58884
H 2.94209 -1.45090 0.90795
H 2.73900 1.60484 -0.04760
H 0.95036 3.27322 0.22010
H -1.54016 2.51578 0.17620
H -0.83420 -2.12868 -0.06582
N -1.98571 -0.16452 -0.09128
O 0.30613 -1.94102 0.07159
O -2.90221 0.59249 0.00797
O -2.16621 -1.48547 0.00261
```

Calculated values
* net charge: 0
* spin multiplicity: 1
* gap between HOMO and LUMO: 7.64 eV
* E_tot: -551.126793 Eh
* LUMO level: -0.04332 Ha
* HOMO energy: -8.8144 eV
* ΔE to the lowest compared entry with this formula, charge and spin: 200.0 kcal/mol

***

Record 4
ORCA calculation (ωB97M-V with the def2-TZVPD basis set) on C7H7NO5Sn as an isolated structure.

The geometry in XYZ format:
```
21
C7H7NO5Sn, DFT ωB97M-V with the def2-TZVPD basis set
Sn 0.16998 -0.84220 -1.96753
O 0.19963 2.78618 -3.95351
C 0.18821 1.80622 -3.42032
C 1.78352 -1.76635 -1.51395
O 2.74012 -2.27121 -1.24678
C -1.45902 -1.73270 -1.52537
O -2.43355 -2.22518 -1.26766
C 0.16861 -1.82588 -3.63186
O 0.16844 -2.36944 -4.59653
C 1.20985 0.55291 2.28810
N -0.15831 0.71946 1.76779
C -1.22949 1.13414 2.66983
C -0.47949 0.40937 0.54529
O 0.48478 0.00780 -0.25724
H 1.26930 0.80614 3.35761
H 1.90388 1.20041 1.72588
H 1.51235 -0.50018 2.17224
H -1.68504 2.06655 2.29079
H -1.99925 0.34303 2.71182
H -0.86201 1.31112 3.69027
H -1.49251 0.38984 0.16110
```

Calculated values
* net charge: +2
* spin multiplicity: 1
* gap between HOMO and LUMO: 6.83 eV
* E_tot: -915.322146 Eh
* LUMO level: -0.33763 Ha
* HOMO energy: -16.0199 eV
* ΔE to the lowest compared entry with this formula, charge and spin: 86.9 kcal/mol